Computed, not measured: the molecule C20H23N3O3, with ωB97M-V/def2-TZVPD.

## Properties
F_max	0.271	eV/Å
SMILES string	Cc1ccnc(C)c1C(=O)NC[C@@H]1Cc2ccccc2CN1C(=O)CO
relative energy (zero: lowest compared OMol25 entry of this formula, charge and spin)	63.40	kJ/mol

Geometry (Å):
C 2.89729 0.92158 -1.19340
C 2.22537 0.03623 -2.20577
C 2.64302 0.00836 -3.53234
C 1.99514 -0.82360 -4.42543
N 0.98247 -1.62312 -4.09418
C 0.57389 -1.61672 -2.82785
C -0.54187 -2.55518 -2.46316
C 1.16448 -0.79419 -1.86315
C 0.66258 -0.85386 -0.44921
O 0.95635 -1.75331 0.32065
N -0.15258 0.16848 -0.08724
C -0.72507 0.22553 1.24369
C -1.82993 -0.82095 1.45117
C -3.04078 -0.59153 0.55494
C -3.77682 0.65912 0.94954
C -4.45152 1.43072 0.00594
C -5.12163 2.58324 0.37629
C -5.11232 2.98399 1.70713
C -4.43486 2.22786 2.64681
C -3.76808 1.06053 2.28092
C -3.06398 0.26917 3.35346
N -2.25598 -0.83481 2.84281
C -1.71879 -1.66473 3.78952
O -2.00468 -1.54661 4.96478
C -0.77911 -2.77515 3.30737
O -0.09950 -3.36610 4.38308
H 2.97146 0.43086 -0.22298
H 3.89933 1.18967 -1.52412
H 2.33689 1.84820 -1.05118
H 3.46956 0.62470 -3.86184
H 2.30425 -0.85487 -5.46434
H -0.16612 -3.36545 -1.83648
H -1.32284 -2.04490 -1.89476
H -0.97129 -2.97043 -3.37084
H -0.39029 0.86463 -0.77256
H 0.06492 0.04177 1.97411
H -1.11964 1.22930 1.40554
H -1.40536 -1.79278 1.21181
H -2.72178 -0.52833 -0.48765
H -3.69990 -1.46023 0.63523
H -4.44678 1.11538 -1.03160
H -5.64405 3.17056 -0.36740
H -5.62779 3.88638 2.00860
H -4.41896 2.54113 3.68477
H -2.44228 0.94038 3.95598
H -3.79646 -0.14856 4.04588
H -1.36003 -3.50120 2.72658
H -0.02154 -2.36800 2.63478
H -0.60989 -4.10557 4.72073

=====

Computed, not measured: the molecule C20H23N3O7, with ωB97M-V/def2-TZVPD.

## Properties
F_max	0.595	eV/Å
SMILES string	CC(C)Cn1c(N)c(C(=O)COC(=O)c2ccc3c(c2)OCCO3)c(=O)n(C)c1=O
relative energy (zero: lowest compared OMol25 entry of this formula, charge and spin)	115.60	kJ/mol

Geometry (Å):
C -5.83846 -3.28550 0.09499
C -5.00127 -2.07923 0.51282
C -5.84379 -1.08554 1.30774
C -4.43311 -1.41083 -0.74868
N -3.62302 -0.23626 -0.46077
C -2.35882 -0.34505 0.03616
N -1.85195 -1.55199 0.27475
C -1.60024 0.80771 0.30207
C -0.20484 0.66986 0.66335
O 0.31681 -0.40226 0.95987
C 0.66960 1.91508 0.61861
O 2.03194 1.53841 0.52066
C 2.33579 0.84410 -0.58557
O 1.53269 0.61695 -1.46190
C 3.74949 0.41409 -0.62361
C 4.19893 -0.29855 -1.73511
C 5.51341 -0.70067 -1.81543
C 6.40156 -0.40658 -0.78499
C 5.94343 0.27206 0.35239
C 4.62355 0.68872 0.42120
O 6.76739 0.53781 1.41622
C 7.95940 -0.21471 1.40081
C 8.57861 -0.18923 0.00463
O 7.70518 -0.79281 -0.92521
C -2.20363 2.10891 0.15998
O -1.69115 3.16941 0.46442
N -3.50670 2.10287 -0.35790
C -4.16685 3.37958 -0.57518
C -4.22525 0.99995 -0.70929
O -5.32927 1.07443 -1.19894
H -6.23352 -3.79161 0.97171
H -6.67435 -2.96782 -0.52345
H -5.24264 -3.99831 -0.47137
H -4.18010 -2.42261 1.15153
H -6.30461 -1.57975 2.15931
H -6.62719 -0.66593 0.68147
H -5.23024 -0.26857 1.68157
H -5.26457 -1.05400 -1.36195
H -3.85123 -2.12072 -1.34437
H -2.28233 -2.38751 -0.07748
H -0.86587 -1.53348 0.57184
H 0.56576 2.48682 1.54187
H 0.38949 2.54648 -0.22832
H 3.50139 -0.51582 -2.52838
H 5.88828 -1.23938 -2.67090
H 4.28913 1.21913 1.29696
H 8.62286 0.23949 2.13797
H 7.74982 -1.25560 1.68381
H 9.50902 -0.75776 -0.03012
H 8.77072 0.85231 -0.28674
H -4.36514 3.51695 -1.63777
H -3.50091 4.15710 -0.20914
H -5.11316 3.39983 -0.03617